{"formula": "C4H7NO3", "method": "ωB97M-V with the def2-TZVPD basis set", "s_squared": 0.761, "total_charge": -1, "e_homo_ev": [-3.18, -3.16], "e_tot_ev": -11891.176, "relative_energy_ev": 2.525, "multiplicity": 2, "lumo_energy_ev": [3.7870, 2.7927], "elements": ["O", "C", "C", "C", "C", "O", "O", "N", "H", "H", "H", "H", "H", "H", "H"], "positions_angstrom": [[2.152991, 1.539260, -0.427813], [0.951235, 1.927057, -0.421380], [-0.016259, 0.609074, -0.510750], [0.642710, -0.644929, -0.020637], [-0.466773, -1.736927, 0.057037], [-1.330265, -1.695926, -0.928783], [-1.113196, -1.572617, 1.391786], [-0.241994, 1.502735, 0.588197], [0.710761, 2.973401, -0.585794], [-0.764156, 0.574022, -1.290032], [1.469284, -0.960899, -0.644495], [0.960780, -0.425972, 0.996344], [0.068887, -2.708710, 0.219953], [-0.982433, 2.173816, 0.412388], [-2.041572, -1.553386, 1.163980]], "forces_ev_per_angstrom": [[-0.50, 0.93, 0.56], [0.99, -0.80, 0.49], [-1.06, 0.96, 1.21], [-0.66, 0.28, -0.01], [-0.11, -0.35, -0.17], [-0.05, -0.20, 0.11], [0.30, 0.22, 0.25], [1.01, -0.74, 0.00], [-0.22, 0.08, -0.99], [0.11, -0.25, -0.20], [0.08, -0.09, -0.17], [0.44, -0.13, -0.09], [0.03, 0.00, -0.28], [-0.06, 0.08, -0.41], [-0.32, 0.01, -0.29]]}

***

{"formula": "C4H2N2", "method": "ωB97M-V with the def2-TZVPD basis set", "smiles": "C=C(C#N)C#N", "total_charge": 0, "e_homo_ev": -11.44, "e_tot_ev": -7157.940, "relative_energy_ev": 0.970, "lumo_energy_ev": -0.6834, "elements": ["C", "C", "C", "N", "C", "N", "H", "H"], "positions_angstrom": [[0.097781, 0.140962, -0.024522], [1.425366, 0.137524, -0.029410], [2.181157, 1.362982, 0.022969], [2.827683, 2.317955, -0.009742], [2.433605, -1.205321, 0.090727], [3.155454, -2.059498, -0.055565], [-0.352593, -0.857679, 0.038875], [-0.573109, 0.965225, 0.030221]], "forces_ev_per_angstrom": [[0.46, -2.73, 0.38], [2.43, -1.74, 0.98], [0.64, 0.23, -0.42], [-0.48, -0.50, 0.16], [-4.77, 5.54, -0.69], [1.69, -2.08, -0.02], [-0.10, 0.50, -0.17], [0.13, 0.79, -0.22]]}

***

{"formula": "C3H11N", "method": "ωB97M-V with the def2-TZVPD basis set", "smiles": "CNC.C", "total_charge": 0, "e_homo_ev": -8.31, "e_tot_ev": -4778.686, "relative_energy_ev": 0.810, "lumo_energy_ev": 1.2583, "elements": ["C", "N", "C", "H", "H", "H", "H", "H", "H", "H", "C", "H", "H", "H", "H"], "positions_angstrom": [[0.987498, 1.850325, -4.251341], [1.443772, 1.580839, -2.914538], [0.595122, 0.886110, -1.958201], [1.148946, 1.038880, -4.972818], [-0.090179, 2.002340, -4.234331], [1.430116, 2.767711, -4.635867], [2.395709, 1.264065, -2.861797], [-0.303827, 0.540255, -2.481414], [0.268117, 1.515849, -1.133502], [1.108293, 0.008053, -1.570360], [-1.785005, -2.662075, 6.197655], [-1.551926, -2.365719, 5.191923], [-1.149934, -2.210776, 6.943080], [-1.673144, -3.706181, 6.226555], [-2.823560, -2.509676, 6.454956]], "forces_ev_per_angstrom": [[-0.40, -0.23, -0.06], [0.40, 0.33, 0.68], [-0.21, -0.18, -0.95], [0.17, -0.04, -0.02], [-0.09, 0.15, 0.07], [0.10, 0.00, -0.09], [0.04, 0.02, -0.17], [-0.01, -0.12, 0.21], [0.08, 0.13, 0.14], [-0.08, -0.07, 0.19], [-0.43, 0.28, 0.22], [0.02, 0.52, -0.30], [0.23, 0.24, 0.04], [0.44, -1.52, 0.16], [-0.26, 0.48, -0.12]]}

***

{"formula": "C32H24AuBrN6OS2", "method": "ωB97M-V with the def2-TZVPD basis set", "total_charge": 2, "e_homo_ev": [-13.16, -13.14], "e_tot_ev": -139951.114, "relative_energy_ev": 1.940, "lumo_energy_ev": [-8.7132, -8.7463], "elements": ["Au", "Br", "C", "C", "C", "C", "O", "C", "C", "N", "C", "C", "C", "C", "C", "C", "C", "C", "N", "C", "C", "H", "H", "H", "H", "H", "H", "H", "H", "H", "H", "S", "C", "C", "C", "N", "C", "C", "C", "C", "C", "N", "C", "C", "H", "H", "H", "H", "H", "H", "H", "H", "N", "C", "S", "C", "C", "C", "N", "C", "C", "H", "H", "H", "H", "H", "H"], "positions_angstrom": [[1.580160, -0.288558, -0.354145], [-2.236440, 5.056642, 3.388755], [-1.325040, 3.503442, 2.796855], [-1.573440, 2.276242, 3.435055], [-0.956940, 1.148142, 2.992055], [-0.026740, 1.148042, 1.901355], [0.517560, 0.049342, 1.601655], [0.216360, 2.422942, 1.256955], [1.102560, 2.646842, 0.169255], [1.724860, 1.789442, -0.571845], [2.556960, 2.157642, -1.627245], [2.478960, 3.348842, -2.326945], [3.364260, 3.634142, -3.371945], [4.366260, 2.763342, -3.704845], [4.485560, 1.534942, -3.021245], [5.497960, 0.593542, -3.295645], [5.511060, -0.603058, -2.624745], [4.491960, -0.871258, -1.704545], [3.541760, -0.009358, -1.431445], [3.533260, 1.205042, -2.021145], [-0.449340, 3.568442, 1.740255], [-2.246540, 2.242642, 4.277055], [-1.135440, 0.196342, 3.468655], [1.264760, 3.701842, -0.055645], [1.709760, 4.069942, -2.102545], [3.250960, 4.558342, -3.915945], [5.055660, 2.988342, -4.502845], [6.257860, 0.826242, -4.028045], [6.279160, -1.340058, -2.795945], [4.460660, -1.809658, -1.171545], [-0.273240, 4.519142, 1.256355], [-5.373140, 0.490242, -0.358245], [-3.595140, 0.262942, -0.432045], [-2.995840, -0.880458, 0.075555], [-1.633140, -1.043658, -0.109745], [-0.877040, -0.163558, -0.754545], [-1.450940, 0.938042, -1.214045], [-2.805240, 1.201542, -1.081945], [-5.469140, 1.135742, 1.322055], [-5.549540, 0.298042, 2.422255], [-5.645140, 0.893642, 3.674655], [-5.657540, 2.199242, 3.823555], [-5.599140, 2.999542, 2.785655], [-5.505240, 2.511042, 1.487455], [-3.579140, -1.643958, 0.567755], [-1.124540, -1.918958, 0.264655], [-0.806440, 1.634742, -1.729745], [-3.238240, 2.095942, -1.499345], [-5.563040, -0.774958, 2.319855], [-5.719540, 0.305342, 4.578455], [-5.628640, 4.061142, 2.987755], [-5.479740, 3.179642, 0.641855], [1.053660, -7.405158, 0.621555], [1.362560, -6.691858, -0.456945], [1.755360, -7.458758, -1.878245], [1.372360, -5.219058, -0.391645], [1.592960, -4.482258, -1.559845], [1.649860, -3.105358, -1.502345], [1.490460, -2.433158, -0.363745], [1.252360, -3.109358, 0.755155], [1.185860, -4.492758, 0.789555], [1.073860, -8.413458, 0.563655], [0.805360, -6.997458, 1.508355], [1.729660, -4.994158, -2.500245], [1.830660, -2.519458, -2.392645], [1.112060, -2.510858, 1.644055], [1.003360, -4.976058, 1.735455]], "forces_ev_per_angstrom": [[0.80, 1.20, -0.01], [0.19, -0.27, -0.12], [0.15, 0.55, -0.48], [0.15, 0.18, -0.13], [0.31, -0.42, -0.42], [-0.91, 1.59, 0.31], [1.53, -1.72, -1.02], [0.29, -0.59, -0.17], [-0.76, 0.07, 1.07], [-0.81, -1.98, 0.44], [1.05, 0.28, -1.36], [-0.28, -0.50, 0.50], [0.40, -0.15, -0.21], [-0.19, 0.12, 0.12], [-0.26, -0.10, 0.24], [-0.08, -0.25, 0.15], [0.02, 0.27, -0.03], [0.12, -0.49, 0.12], [-1.47, -0.59, 0.76], [-0.03, 1.14, -0.50], [-0.60, 0.40, 0.70], [-0.14, -0.05, 0.08], [0.00, -0.07, 0.06], [0.16, -0.15, -0.06], [-0.11, 0.08, 0.08], [-0.01, 0.10, -0.02], [0.11, 0.05, -0.06], [0.03, 0.00, -0.08], [0.03, -0.06, 0.02], [-0.03, -0.15, -0.03], [0.00, 0.07, 0.01], [0.23, -0.04, 0.31], [-0.50, 0.17, -0.11], [0.35, -0.04, -0.13], [-0.33, -0.35, 0.23], [0.50, -0.09, -0.08], [-0.21, 0.47, -0.32], [0.20, -0.30, 0.04], [0.01, 0.00, -0.47], [-0.03, 0.01, 0.11], [0.08, -0.40, -0.52], [-0.03, 0.51, 1.36], [0.06, 0.00, -0.70], [-0.01, 0.04, 0.19], [-0.01, -0.02, 0.03], [-0.05, -0.13, 0.08], [0.04, 0.10, -0.10], [-0.02, 0.10, -0.02], [-0.01, -0.13, -0.07], [-0.01, -0.13, 0.04], [-0.01, 0.11, -0.04], [0.02, 0.04, -0.11], [-0.19, 0.26, 0.77], [0.34, -1.38, -1.39], [-0.11, 0.32, 0.47], [-0.06, 0.88, 0.22], [-0.01, 0.31, 0.23], [0.12, -0.30, -0.73], [-0.01, 1.40, 0.37], [-0.11, -0.16, 0.73], [0.09, 0.11, -0.40], [0.01, 0.12, -0.08], [0.00, -0.07, -0.06], [0.00, -0.03, -0.02], [-0.03, 0.00, -0.06], [-0.01, 0.00, 0.14], [0.00, 0.07, 0.11]]}

***

{"formula": "C6H15NOP", "method": "ωB97M-V with the def2-TZVPD basis set", "total_charge": -1, "e_homo_ev": -3.22, "e_tot_ev": -19287.100, "lumo_energy_ev": 3.6861, "elements": ["C", "C", "C", "P", "C", "C", "O", "C", "N", "H", "H", "H", "H", "H", "H", "H", "H", "H", "H", "H", "H", "H", "H", "H"], "positions_angstrom": [[4.526740, -0.025578, 0.680362], [3.545940, 0.139559, -0.002379], [2.346401, 0.343909, -0.773847], [0.755617, 0.779666, 0.323651], [-0.071195, -0.969852, 0.117909], [-1.482430, -1.054848, -0.458023], [-1.533861, -0.501329, -1.769634], [-2.580401, -0.465499, 0.443402], [-2.959858, 0.886117, 0.032245], [5.427023, -0.366469, 1.124167], [2.501457, 1.220147, -1.408535], [2.195329, -0.508812, -1.437381], [0.131971, 1.299323, -0.889869], [-0.404101, 1.187745, 1.153575], [1.446387, 0.277486, 1.527497], [1.373302, 2.106443, 0.565269], [0.546737, -1.680835, -0.436524], [-0.143096, -1.354032, 1.139540], [-1.718149, -2.127173, -0.554827], [-2.453050, -0.299748, -1.968342], [-2.254118, -0.539907, 1.484514], [-3.474415, -1.090749, 0.351289], [-2.131386, 1.474484, 0.031244], [-3.590848, 1.269948, 0.724689]], "forces_ev_per_angstrom": [[0.04, -0.33, -0.18], [0.03, -0.09, -0.01], [0.33, 0.26, -0.19], [0.17, 0.12, 0.38], [-0.34, 0.19, -0.15], [0.07, -0.38, 0.05], [0.13, -0.16, -0.21], [-0.14, -0.01, -0.12], [-0.09, 0.04, 0.02], [0.06, 0.20, 0.22], [-0.16, 0.09, -0.02], [-0.16, -0.10, 0.05], [-0.08, -0.05, 0.00], [-0.05, 0.00, 0.01], [-0.09, -0.07, -0.06], [-0.01, -0.03, -0.06], [0.19, 0.11, -0.07], [0.08, -0.04, 0.10], [-0.06, -0.06, 0.10], [-0.03, 0.18, 0.10], [0.12, 0.07, 0.04], [-0.09, 0.00, -0.01], [0.08, -0.03, 0.01], [-0.02, 0.07, -0.01]]}

***

{"formula": "C7H10", "method": "ωB97M-V with the def2-TZVPD basis set", "smiles": "C[C@]12C[C@@H]3[C@H](C1)[C@@H]32", "total_charge": 0, "e_homo_ev": -7.97, "e_tot_ev": -7416.633, "relative_energy_ev": 4.401, "lumo_energy_ev": 0.9602, "elements": ["C", "C", "C", "C", "C", "C", "C", "H", "H", "H", "H", "H", "H", "H", "H", "H", "H"], "positions_angstrom": [[-0.367439, -0.707274, 1.769046], [0.001604, -0.182254, 0.413469], [0.526770, -1.126666, -0.675338], [-0.012584, -0.185822, -1.775185], [0.170890, 1.198017, -1.175436], [0.875247, 1.072132, 0.187074], [-0.973713, 0.486124, -0.580431], [0.527654, -1.067197, 2.286023], [-0.840606, 0.064364, 2.385301], [-1.066064, -1.549423, 1.680259], [1.615381, -1.280440, -0.664784], [0.030467, -2.099421, -0.720597], [-1.130412, -0.395167, -1.852880], [0.133964, 2.084378, -1.795441], [1.961896, 0.955106, 0.238556], [0.548534, 1.892490, 0.836977], [-2.001588, 0.841054, -0.556613]], "forces_ev_per_angstrom": [[0.05, 0.03, 0.12], [0.13, -0.06, 0.41], [-0.06, -0.16, 0.13], [-0.75, -0.09, 0.45], [-0.15, 0.49, 0.04], [0.37, 0.05, 0.10], [-0.11, 0.55, 0.62], [-0.09, 0.03, 0.03], [0.08, -0.07, -0.02], [0.12, 0.16, 0.01], [-0.27, 0.04, -0.12], [-0.02, 0.09, 0.15], [0.47, -0.37, -1.70], [0.01, -0.04, 0.10], [0.00, 0.00, -0.06], [0.15, -0.15, -0.09], [0.08, -0.49, -0.14]]}